Entry 1:
ORCA calculation (ωB97M-V with the def2-TZVPD basis set) on C24H25LiN4O2S2 as an isolated structure in a non-equilibrium geometry.

```
58
Properties=species:S:1:pos:R:3
S 5.5729 -0.8240 1.2684
S 3.1017 -1.4979 -0.3695
O -6.2661 3.2210 -0.1296
O -4.9067 5.0233 -0.0938
N 4.9670 0.3797 -1.0004
N 0.7861 2.0092 -0.3253
N -1.8636 -1.4429 -0.5948
N -1.7194 1.1933 -0.3457
C -0.1467 2.9699 -0.2162
C 2.0704 2.3350 -0.2242
C 2.0021 -0.1700 2.6955
C 6.8780 -0.0021 0.3061
C 6.3529 -0.0454 -1.1154
C -4.2115 -1.4831 -0.1537
C 1.5110 -1.2899 0.4730
C 1.5518 4.6396 0.0841
C -5.1645 3.8054 -0.1507
C -1.5541 2.5211 -0.2835
C 2.5078 3.6371 -0.0373
C -4.2102 -2.8610 -0.1172
C 0.2147 4.3002 0.0046
C -1.8784 -2.7676 -0.5553
C 2.2085 -2.6585 2.5321
C -2.6418 3.3882 -0.2385
C -3.0201 -0.7893 -0.3871
C -3.9289 2.8743 -0.2582
C 1.4481 -1.4238 2.0096
C -4.0797 1.4991 -0.3297
C -3.0076 -3.5318 -0.3180
C -0.0252 -1.5747 2.4084
C 4.2315 -0.1965 0.1445
C -2.9546 0.6822 -0.3638
Li -0.0535 0.1113 -0.2262
H -2.5401 4.4625 -0.1887
H 3.5652 3.8506 0.0269
H 4.4412 0.2402 -1.8522
H 1.8765 -3.5597 2.0084
H -0.1288 -1.6406 3.4972
H 1.4226 0.7031 2.3825
H -5.1278 -0.9346 0.0111
H -0.4542 -2.4780 1.9635
H -5.0893 1.1154 -0.3670
H 1.8473 5.6676 0.2556
H 0.9579 -2.1428 0.0383
H 6.9756 1.0290 0.6518
H -0.5497 5.0555 0.1203
H 1.9502 -0.2638 3.7909
H -0.9205 -3.2524 -0.7167
H -5.1236 -3.4096 0.0763
H 2.7816 1.5087 -0.2652
H 3.0353 -0.0084 2.3988
H -2.9533 -4.6109 -0.2836
H 7.8254 -0.5300 0.4339
H 6.4716 -1.0723 -1.5099
H 6.9027 0.6419 -1.7707
H 2.0424 -2.8014 3.6097
H 3.2796 -2.5460 2.3674
H -0.5999 -0.7142 2.0506
```

As for the net charge: -2. The calculation puts the gap between HOMO and LUMO at 3.16 eV.

***

Entry 2:
ORCA calculation (ωB97M-V with the def2-TZVPD basis set) on C24H25N13O3S2Ti as an isolated structure in a non-equilibrium geometry.

```
68
Properties=species:S:1:pos:R:3
Ti -1.9615 0.2069 -1.9632
S -1.6766 0.0954 0.5528
S 0.7587 0.2690 -1.7730
O -2.1988 4.0676 -1.0831
O -1.4905 2.0575 -1.8016
O -6.1376 1.0769 -2.2651
N -3.8356 -1.3941 -1.2763
N -0.3944 -3.6946 -1.6563
N -1.9965 0.0899 -4.0170
N -0.9494 -2.6362 -1.1749
N -1.6367 -0.3459 -6.1465
N -2.1795 0.8933 -6.0086
N -2.3764 1.1720 -4.7708
N 0.4096 -0.2380 2.1771
N -0.3417 -3.6351 -3.0098
N 2.3114 0.6319 0.3616
N -3.8439 1.0747 -1.9633
N -1.2978 -1.8120 -2.2108
N -1.1123 -2.0539 -4.5896
C 1.8169 -0.3836 2.4768
C 5.4340 -3.2598 -0.0229
C 1.0259 0.3315 -0.1003
C -0.9053 -2.4768 -3.2882
C 5.4891 -0.8602 0.1227
C -2.4142 2.9657 -1.5516
C 4.1260 -3.1884 -0.4938
C -5.0345 0.5147 -2.1411
C 0.2740 2.3058 6.0827
C -0.3559 1.0810 4.0925
C 0.0071 0.0611 0.8799
C 0.1188 1.1007 5.3960
C -0.6709 2.2882 3.4701
C -3.8105 2.5246 -1.9229
C 3.5050 -1.9573 -0.6567
C 4.1870 -0.7786 -0.3504
C -1.5594 -0.7868 -4.9105
C -0.5161 3.4888 4.1503
C -4.9381 -1.0008 -2.1637
C -0.4941 -0.2083 3.3085
C 2.5711 0.7165 1.7820
C 3.4736 0.5509 -0.4997
C -0.0437 3.4990 5.4592
C 6.1160 -2.0957 0.2854
H -0.5858 -2.5306 -5.2991
H -0.2988 -1.0689 3.9551
H 4.1560 1.3727 -0.2664
H -5.9138 -1.4127 -1.9117
H -1.5056 -0.3016 2.9207
H 7.1340 -2.1428 0.6566
H 0.0775 4.4380 5.9872
H 3.1290 0.6781 -1.5231
H 1.9607 -0.3256 3.5563
H -1.0335 2.2742 2.4441
H 0.6480 2.3062 7.1005
H -4.0344 -1.1036 -0.3271
H -4.5382 2.9392 -1.2285
H 6.0216 0.0548 0.3670
H 2.2469 1.6850 2.1829
H -3.6322 -2.3841 -1.2742
H 2.1913 -1.3528 2.1257
H -4.0197 2.9502 -2.9097
H 3.5820 -4.0934 -0.7373
H 2.4821 -1.8981 -1.0223
H 0.3703 0.1625 5.8818
H 3.6431 0.6118 1.9572
H -0.7645 4.4191 3.6528
H 5.9153 -4.2230 0.1057
H -4.6835 -1.3120 -3.1802
```

As for the net charge: -2. As for the multiplicity: 3. The calculation puts the gap between HOMO and LUMO (spin up / spin down) at 5.18 / 6.77 eV.

***

Entry 3:
ORCA calculation (ωB97M-V with the def2-TZVPD basis set) on one molecule with the formula C24H25N3O5S in a non-equilibrium geometry.

```
58
Properties=species:S:1:pos:R:3
S -0.9443 -0.4537 -2.6098
O -0.7463 0.3731 -3.7677
O -2.5832 -3.4514 2.1950
O -2.8108 1.2379 0.4215
O -1.5321 -1.7470 -2.8089
O 0.2543 -0.6535 1.2881
N 0.4866 -0.6455 -1.7915
N -2.6360 2.3119 -0.3901
N 1.4912 1.1831 1.4914
C -2.5202 -4.6983 2.6718
C 1.3629 0.5030 -1.8351
C 0.6665 3.3570 1.9955
C -1.8500 0.4874 -1.4218
C 3.9469 1.7804 1.4329
C -1.8780 -4.7920 0.5579
C 3.0523 4.3825 1.9601
C 0.3425 1.8657 2.0985
C 2.1580 3.3438 1.8389
C 2.3577 -0.7045 0.1173
C 1.1562 -1.9203 -1.7480
C -1.7486 2.8232 -2.5948
C -2.4365 -1.0836 0.5741
C -2.0925 -5.5697 1.7116
C 1.2914 -0.0774 1.0173
C 4.4090 4.1223 1.8118
C -2.0679 1.8913 -1.4896
C 2.6597 0.2005 -1.0836
C -2.3441 0.1255 -0.1778
C 4.8432 2.8331 1.5649
C -2.1913 -3.4918 0.8984
C 1.8604 -2.0698 -0.3918
C -2.1329 -2.3076 0.1049
C 2.5912 2.0443 1.5444
H -2.8015 -4.8487 3.6959
H 3.2607 -0.8585 0.7140
H 4.3263 0.7858 1.2691
H -2.1297 3.8115 -2.3520
H -2.1928 2.4626 -3.5192
H 2.7028 5.3801 2.1787
H 1.5730 0.7895 -2.8756
H 2.6952 -2.7635 -0.4948
H 1.1574 -2.4692 0.3397
H -0.6735 2.8689 -2.7556
H 5.1249 4.9240 1.9069
H 0.1898 3.8081 1.1213
H -1.5410 -5.1292 -0.4008
H -0.5689 1.5778 1.5778
H 3.3592 -0.3220 -1.7384
H 0.8325 1.3342 -1.3586
H 0.3954 -2.6868 -1.8855
H -1.8342 -2.4425 -0.9225
H -2.7636 -0.9531 1.5955
H 0.3454 3.9103 2.8764
H -1.9518 -6.6258 1.8183
H 3.1240 1.1382 -0.7818
H 5.9003 2.6313 1.4785
H 1.8786 -2.0057 -2.5734
H 0.2482 1.5476 3.1422
```

The calculation puts the gap between HOMO and LUMO at 7.77 eV. As for the structure (SMILES): Cc1noc(/C=C/c2ccco2)c1S(=O)(=O)N1CCC(C(=O)N2CCc3ccccc32)CC1.

***

Entry 4:
ORCA calculation (ωB97M-V with the def2-TZVPD basis set) on C24H25N4O9P2RuSe as an isolated structure.

```
66
Properties=species:S:1:pos:R:3
Ru -0.7907 0.4944 0.7078
Se -2.6115 0.7389 2.6229
P -1.5446 2.9684 -0.8352
P 1.1320 3.1874 0.2881
O 1.0265 1.8553 0.9508
O 2.1640 4.1209 1.0423
O -2.0746 3.8674 -2.0396
O 1.7213 3.1718 -1.1781
O -2.6383 2.5302 0.0919
O -2.1582 -0.4063 -0.6408
O 0.4061 -0.4044 2.3422
O -0.6408 1.9003 -1.3902
O -0.9758 4.0356 1.5641
N 1.1838 -1.8902 0.8116
N -0.6839 0.6885 4.7518
N 0.3148 -1.2514 -0.0219
N -1.7118 -1.2169 4.4954
C 3.3147 -1.8796 5.0512
C -0.2125 2.0359 4.5228
C 3.6772 -3.2116 4.9250
C 0.4165 -2.3076 7.3242
C -0.8315 -1.3995 5.5381
C -0.5373 -2.4930 6.3392
C 2.0195 -2.0407 3.0268
C 2.3978 -3.3748 2.8985
C 2.4807 -1.2967 4.1116
C -0.3401 -1.4823 -3.6125
C -0.5860 -1.1894 -2.2540
C -2.8399 -0.5214 -2.8882
C -1.8597 -0.6792 -1.8661
C -1.2890 -1.2791 -4.5755
C -2.5522 -0.7968 -4.1969
C 0.7672 0.0112 6.7042
C -0.1840 -0.1719 5.7104
C -0.3323 5.4965 -0.2407
C 1.1416 -1.4067 2.0172
C -1.6014 0.0384 4.0126
C 3.2162 -3.9568 3.8500
C -0.4596 4.0586 0.2303
C 1.0512 -1.0793 7.5063
C 0.3879 -1.5461 -1.2831
H 0.6358 -1.8756 -3.8735
H 1.2586 0.9625 6.8507
H -0.7549 2.7436 5.1500
H 4.3254 -3.6689 5.6619
H -1.8185 3.5452 1.5100
H -1.3188 5.9588 -0.2173
H 3.6842 -1.2943 5.8835
H 0.3250 6.0514 0.4284
H 2.1920 -0.2558 4.1889
H 0.6805 -3.1365 7.9669
H 1.2353 -2.1656 -1.5782
H -1.0877 -1.4943 -5.6160
H 1.7860 -0.9802 8.2937
H -3.3061 -0.6444 -4.9597
H 0.0524 5.5518 -1.2584
H -0.3551 2.2926 3.4772
H 2.4805 3.7077 1.8604
H 3.5026 -4.9957 3.7489
H -1.0257 -3.4467 6.1996
H -2.3119 -1.9005 4.0679
H 1.0936 2.6336 -1.7172
H -3.0014 4.1249 -1.9061
H 0.8494 2.0734 4.7591
H -3.8070 -0.1477 -2.5786
H 2.0460 -3.9385 2.0466
```

As for the multiplicity: 6. The calculation puts the gap between HOMO and LUMO (spin up / spin down) at 7.58 / 6.33 eV.

***

Entry 5:
ORCA calculation (ωB97M-V with the def2-TZVPD basis set) on C24H26BN10ORhSe2 as an isolated structure in a non-equilibrium geometry.

```
65
Properties=species:S:1:pos:R:3
Rh -0.0951 -0.3022 -0.1740
Se -0.3793 -3.2131 -0.8959
Se 1.7840 -3.1693 -1.6477
O -6.6758 -0.0684 -2.4085
N 0.5356 1.8948 1.9399
N 2.0442 1.8680 -0.0825
N 1.7397 0.7659 -0.7810
N -0.0310 0.6891 1.8299
N -4.5353 -0.6052 -0.7083
N -2.2177 -0.8191 0.0470
N -0.2361 2.8489 -0.2111
N -0.8491 1.8078 -0.7809
N 1.7882 -1.7846 0.7847
N -0.4637 -0.9972 -2.4845
C -5.2885 0.6294 -0.5443
C 3.3188 2.1987 -0.3151
C -0.7377 -0.2155 -3.5222
C 3.6039 -1.6717 2.3283
C -2.0314 -2.6202 -3.2824
C 4.4416 -2.3131 1.4279
C -1.8500 2.2735 -1.5198
C 3.8579 1.2864 -1.2078
C 2.8150 0.4101 -1.4786
C -0.1130 1.2901 3.9650
C 2.2913 -1.4219 1.9602
C -5.9316 1.0006 -1.8949
C -1.0736 -2.1756 -2.3938
C 0.5031 2.2833 3.2203
C -3.3142 -0.7057 -0.3214
C -1.6767 -0.5768 -4.4802
C -0.4366 0.3045 3.0383
C -5.8801 -1.1930 -2.6493
C -0.8444 3.9826 -0.5812
C 2.5739 -2.4724 -0.0383
C 3.9086 -2.7498 0.2265
C -2.3482 -1.7845 -4.3494
C -1.8911 3.6597 -1.4257
C -5.2507 -1.7049 -1.3385
B 0.9970 2.6893 0.7036
H -1.8569 0.0674 -5.3254
H -0.5187 4.9444 -0.2398
H -5.0774 -0.9542 -3.3677
H -4.5651 -2.5317 -1.5334
H -2.5729 4.3311 -1.9012
H 0.9132 3.2206 3.5358
H 4.8519 1.2675 -1.6015
H -3.0855 -2.0929 -5.0765
H -2.4904 -3.5901 -3.1663
H 1.4367 3.7371 1.0073
H 1.6166 -0.9216 2.6399
H -0.1754 0.7070 -3.5936
H -0.2997 1.2847 5.0177
H -6.0532 -2.0474 -0.6761
H -0.9306 -0.6366 3.1924
H 4.4979 -3.3052 -0.4895
H -6.6300 1.8270 -1.7546
H 3.9562 -1.3563 3.2956
H -6.0799 0.4760 0.1968
H 2.7998 -0.4232 -2.1548
H 5.4797 -2.4895 1.6619
H -6.5371 -1.9561 -3.0701
H -5.1423 1.3005 -2.6040
H -2.4780 1.6223 -2.0969
H -4.6198 1.4228 -0.2050
H 3.7731 3.0506 0.1475
```

As for the net charge: +2. The calculation puts the gap between HOMO and LUMO at 5.89 eV.

***

Entry 6:
ORCA calculation (ωB97M-V with the def2-TZVPD basis set) on a 2-piece molecular cluster, C24H26BrF8NO2S overall.

```
63
Properties=species:S:1:pos:R:3
Br -8.1141 -2.0198 4.0288
S -4.0544 1.7343 3.4168
F 8.3440 3.6780 -1.1643
F 7.3996 -0.9623 -2.3494
F 6.5998 2.8534 -3.0732
F 8.5517 3.3986 -3.8504
F 7.9483 1.5347 -0.9540
F 4.8219 -1.2514 -1.6007
F 5.4038 0.8554 -1.5622
F 6.0461 -1.6374 -3.9334
O 8.0560 1.2637 -3.7532
O 1.3890 0.4991 -0.2273
N -3.9340 2.0615 0.4708
C -6.6878 -0.8648 1.7841
C 7.8885 2.4717 -3.1241
C 6.4145 -0.5619 -3.1805
C 2.3808 -0.0390 0.6407
C -2.5459 1.7729 2.4821
C -2.6532 1.9281 1.0992
C -4.8620 1.0588 0.9200
C -0.2407 1.8444 0.9317
C 5.1679 -0.1947 -2.3751
C 8.5294 2.4665 -1.7345
C -7.1481 -3.3474 1.6846
C -5.9341 -0.1675 2.7165
C -5.6089 0.3520 -0.0117
C 2.0075 -1.4228 1.1099
C -1.3051 1.6636 3.0977
C -5.0291 0.7888 2.2747
C -0.1544 1.7198 2.3183
C 0.9895 1.8235 0.0551
C -7.6769 -1.9648 2.1317
C 2.0399 -2.4958 0.0107
C -7.8392 -3.8870 0.4167
C -1.4941 1.9462 0.3296
C 6.9513 0.4837 -4.1723
C -6.5247 -0.5922 0.4232
H 2.5132 0.5975 1.5144
H 4.3296 0.0418 -3.0364
H -7.2085 -4.0602 2.4959
H -6.0923 -3.2338 1.4607
H 2.7407 -1.6833 1.8740
H -1.2538 1.5478 4.1676
H 6.1509 1.1005 -4.5813
H 2.3778 -2.1132 -0.9454
H 1.7943 2.4041 0.5086
H 0.8179 1.6467 2.7791
H -8.7657 -3.3617 0.2080
H 1.0496 -1.4058 1.6194
H 9.5981 2.2582 -1.8122
H -7.1987 -3.7704 -0.4516
H -1.5504 2.0414 -0.7428
H -5.5005 0.5398 -1.0657
H -8.0222 -4.9499 0.5279
H -4.3212 2.9696 0.7194
H 0.7421 2.3122 -0.8830
H -7.1121 -1.1302 -0.3057
H 7.3449 -0.1013 -5.0018
H 1.0563 -2.9419 -0.0912
H -8.5992 -1.7448 1.6122
H -6.0441 -0.3627 3.7686
H 3.3273 -0.0775 0.1051
H 2.7034 -3.3124 0.2795
```

The calculation puts the gap between HOMO and LUMO at 8.87 eV. As for the structure (SMILES): CCCOCc1ccc2c(c1)Nc1ccc([C@H](Br)CC)cc1S2.FC(F)C(F)(F)COC(F)(F)C(F)F.

***

Entry 7:
ORCA calculation (ωB97M-V with the def2-TZVPD basis set) on C24H26Cl2N3O3SSiV as an isolated structure.

```
61
Properties=species:S:1:pos:R:3
V 0.8150 -0.1644 0.2146
Cl -0.2001 -0.7504 -2.0246
Cl 4.6742 1.2589 -3.3750
S 2.8184 -0.0511 -1.1339
Si -0.9094 -0.7298 3.1134
O -0.7859 -0.8840 1.4329
O 1.4247 -1.4339 1.5172
O 0.2152 1.8051 -0.0676
N 2.0593 3.1246 0.1585
N 0.3131 -1.8720 0.9334
N 0.6195 3.3665 -1.6544
C -0.6470 3.0779 -2.3054
C 0.2899 -3.2455 3.8839
C 2.3586 1.2183 4.8129
C -0.7209 -4.7190 5.4971
C 1.5559 0.2540 4.2225
C 3.0116 0.8968 -3.7217
C -0.2352 1.8413 4.0661
C -1.7936 -3.8504 5.6208
C 2.8836 4.2562 -1.8232
C 0.9595 2.7320 -0.5132
C 2.3971 2.5541 1.4515
C 0.9011 0.0275 -3.1426
C -0.7854 -2.3577 3.9938
C 1.4535 4.3650 -2.3055
C 2.8943 4.2183 -0.3099
C 1.8606 2.4965 5.0402
C 1.2435 0.8752 -5.3469
C 0.3190 -4.4152 4.6287
C 0.2435 0.5488 3.8378
C 2.5503 1.1768 -4.9959
C 0.4134 0.2857 -4.4109
C 2.2045 0.3152 -2.7246
C 0.5630 2.8090 4.6646
C -1.8237 -2.6804 4.8737
H 1.1019 -3.0250 3.2072
H -2.2775 -0.1890 3.2884
H -1.2522 2.0926 3.7872
H 1.0495 5.3659 -2.1128
H 3.9040 4.0442 0.0620
H 3.3693 0.9704 5.1116
H 1.9443 1.5748 1.6005
H 0.1689 3.8018 4.8435
H 3.3348 3.3401 -2.2038
H -1.2216 2.3849 -1.7019
H -1.2114 4.0056 -2.4261
H 0.8820 1.0835 -6.3438
H 3.2267 1.6250 -5.7105
H -2.6704 -2.0114 4.9744
H -0.6061 0.0211 -4.6556
H 1.9518 -0.7379 4.0478
H 3.4777 2.4286 1.5135
H 1.1571 -5.0929 4.5290
H -2.6095 -4.0846 6.2925
H 3.4675 5.1013 -2.1866
H 2.4842 3.2451 5.5130
H 2.0584 3.1937 2.2677
H -0.4762 2.6401 -3.2908
H 2.5456 5.1709 0.1073
H -0.6961 -5.6346 6.0740
H 1.3991 4.1882 -3.3823
```

As for the multiplicity: 3. The calculation puts the gap between HOMO and LUMO (spin up / spin down) at 7.88 / 8.30 eV.